Molecular formula: C5H9N
Method: DFT, ωB97M-V/def2-TZVPD

Structure (XYZ):
```
15
Properties=species:S:1:pos:R:3
H 1.90517 -1.04197 1.41413
H 0.55716 1.50646 0.19852
H 0.07062 -1.46042 -0.27135
H 2.55762 -1.68916 -0.10004
C -1.41808 0.69103 -0.50541
H 2.70706 0.03887 0.26298
C -2.65548 0.96943 0.20746
H -2.04266 -0.28618 -0.60623
N -3.70671 0.79647 0.66909
C 0.71314 -0.57508 -0.33822
H -1.29456 1.24324 -1.45897
H -0.23659 0.42918 1.33036
H 0.86245 -0.38224 -1.40988
C -0.06613 0.59190 0.25990
C 2.04701 -0.83154 0.34765
```

M, g mol⁻¹: 83.1
Gap between HOMO and LUMO, eV: 11.652
SMILES: CCCCC#N
Total charge: 0
LUMO, hartree: 0.03077
Highest occupied orbital energy, hartree: -0.397

---

Molecular formula: C5H9N
Method: DFT, ωB97M-V/def2-TZVPD

Structure (XYZ):
```
15
Properties=species:S:1:pos:R:3
C -0.56180 -0.72460 1.55595
C -0.32563 -0.28018 0.13042
H -2.09000 0.56821 1.94905
C 0.09358 0.05561 -0.98555
H 2.73152 1.25111 -2.50214
H 0.36859 1.53221 -2.38269
C 0.89418 0.60933 -2.11951
H -0.38192 -1.75540 1.27555
N 2.27981 0.64326 -1.87391
C -1.91695 -0.51828 2.11230
H 2.43098 0.96965 -0.99287
H -2.58940 -1.08343 1.54098
H -1.85548 -0.86741 3.11948
H 0.20849 -0.38400 2.20381
H 0.71403 -0.01607 -3.03088
```

M, g mol⁻¹: 83.1
Gap between HOMO and LUMO, eV: 9.929
SMILES: CCC#CCN
Total charge: 0
LUMO, hartree: 0.03622
Highest occupied orbital energy, hartree: -0.329

---

Molecular formula: C5H9N2
Method: DFT, ωB97M-V/def2-TZVPD

Structure (XYZ):
```
16
Properties=species:S:1:pos:R:3
H 1.51954 1.63605 1.71871
H -1.39129 -1.63675 -0.45423
C -0.28826 -1.45783 -0.36896
H 1.13069 -1.73880 1.35508
H 0.11427 -2.15308 -1.12956
H 0.49678 0.49784 2.66477
H 0.36782 1.25411 -3.35561
C -0.02561 0.05097 -0.49641
C -0.46169 1.08482 -2.70302
C 0.14536 -1.27428 1.04717
H -0.67635 -1.47376 1.82425
H -0.13793 1.96115 1.90563
N -0.27245 0.73622 -1.54211
H -1.49495 1.25788 -3.02865
N 0.39119 0.13118 0.76579
C 0.58288 1.12428 1.79716
```

M, g mol⁻¹: 97.1
Gap between HOMO and LUMO, eV: 9.884
Total charge: +1
LUMO, hartree: -0.15658
Highest occupied orbital energy, hartree: -0.520

---

Molecular formula: C5H9N2
Method: DFT, ωB97M-V/def2-TZVPD

Structure (XYZ):
```
16
Properties=species:S:1:pos:R:3
H -2.67151 0.97280 -1.38966
C -0.20504 -0.45357 0.48422
C 0.30499 0.16176 -0.83795
H -0.01682 -1.62630 0.41354
H 1.47259 -0.79531 -2.13235
H 2.32538 -0.07203 -0.73893
H -2.38996 -0.39678 1.17365
C 0.40428 -0.02479 1.89690
C -1.87483 0.56976 -0.79136
H -0.39138 -0.19080 2.52988
H 0.76070 1.07785 1.95901
N 1.64817 0.02965 -1.48821
C -1.68446 -0.06024 0.38849
N -0.64190 0.70369 -1.51933
H 1.75564 0.85011 -1.97668
H 1.20414 -0.74580 2.02878
```

M, g mol⁻¹: 97.1
Gap between HOMO and LUMO, eV: 9.619
SMILES: C[C@H]1C=CN=C1[NH3+]
Total charge: +1
LUMO, hartree: -0.15190
Highest occupied orbital energy, hartree: -0.505

---

Molecular formula: C5H9N2
Method: DFT, ωB97M-V/def2-TZVPD

Structure (XYZ):
```
16
Properties=species:S:1:pos:R:3
C -0.76343 -0.31590 -1.64054
H 0.83850 -2.02104 0.38724
C 0.84658 0.50271 1.55795
N 0.17902 -0.07140 0.42893
H -2.36135 1.82061 -0.39360
C -0.79740 0.32627 -0.34875
H -1.42142 -0.09883 -2.53002
H 2.12574 -0.84039 -0.22516
H 0.42577 -2.08802 -2.29350
C 0.18539 -1.31727 -1.54168
H 1.94156 0.59587 1.38708
H 0.70509 0.15824 2.57550
H 0.52727 1.55251 1.41350
H -1.76659 1.47090 1.19195
N -1.59944 1.43759 0.21948
C 0.93471 -1.11184 -0.18839
```

M, g mol⁻¹: 97.1
Gap between HOMO and LUMO, eV: 10.143
SMILES: CN1CC=CC1=[NH2+]
Total charge: +1
LUMO, hartree: -0.16951
Highest occupied orbital energy, hartree: -0.542

---

Molecular formula: C5H9N2
Method: DFT, ωB97M-V/def2-TZVPD

Structure (XYZ):
```
16
Properties=species:S:1:pos:R:3
H -2.05656 -0.57924 0.28645
N -0.73383 2.06176 1.02344
H -0.05622 -1.01412 2.10508
C 1.09073 0.02326 0.37091
H -0.15586 2.49179 1.74829
H -0.83955 -0.58873 -2.05849
H 2.03197 0.17122 0.82013
H -0.75506 -1.92734 -1.17807
C -0.21664 0.82387 0.60628
H 1.33393 0.04274 -1.92951
C 1.01910 -0.62721 -0.99989
C -0.97427 -0.31230 0.09217
N -0.45151 -0.94072 -1.19077
H 1.55321 -1.45686 -0.88038
H -0.92020 2.86443 0.44098
C -0.01046 -0.48960 1.21818
```

M, g mol⁻¹: 97.1
Gap between HOMO and LUMO, eV: 9.902
SMILES: N[C@]12[C@@H]3[C@H]1C[NH2+][C@@H]32
Total charge: +1
LUMO, hartree: -0.11999
Highest occupied orbital energy, hartree: -0.484

---

Molecular formula: C5H9N2
Method: DFT, ωB97M-V/def2-TZVPD

Structure (XYZ):
```
16
Properties=species:S:1:pos:R:3
H 1.78316 1.44152 1.17403
H -2.19592 0.19340 -1.35915
H 2.57881 -1.80197 -0.61568
N 2.90919 0.10151 0.16029
H 4.25182 -1.45184 0.01975
H 2.20068 1.73523 -0.66398
C 1.98180 1.07635 0.19373
H -2.86096 -0.30971 1.53897
N 0.29281 0.62538 -0.24951
C -2.89307 0.16371 0.61516
H -2.50355 1.17704 0.72099
H -3.98187 0.07875 0.22264
H -2.18998 -1.49917 -0.73943
C 3.22890 -1.03175 -0.18012
C -0.62504 -0.07595 -0.38227
C -1.97681 -0.42251 -0.45543
```

M, g mol⁻¹: 97.1
Gap between HOMO and LUMO, eV: 10.997
SMILES: C=NC[N+]#CCC
Total charge: +1
LUMO, hartree: -0.13561
Highest occupied orbital energy, hartree: -0.540

---

Molecular formula: C5H9N2
Method: DFT, ωB97M-V/def2-TZVPD

Structure (XYZ):
```
16
Properties=species:S:1:pos:R:3
C 0.73145 0.08167 0.82351
H 0.97492 -0.99711 0.52071
H 0.78449 0.12077 3.02938
C -1.48004 -0.78901 -0.44990
H -0.79291 1.39058 -0.21606
H 1.18647 -0.21506 -2.67223
H -1.28147 -1.66517 0.11067
H -0.27185 1.18798 2.46894
H -0.33990 -1.38691 -3.23211
H -2.51570 -0.68020 -0.59547
N 1.62002 1.04232 1.30438
H 1.71689 1.96180 0.84971
N -0.57146 -0.43476 -1.42833
C 0.58774 0.65260 2.17191
C 0.18001 -0.67012 -2.42880
C -0.52866 0.40061 -0.25633
```

M, g mol⁻¹: 97.1
Gap between HOMO and LUMO, eV: 8.060
SMILES: C=[N+]1C[C@H]1[C@@H]1CN1
Total charge: +1
LUMO, hartree: -0.19609
Highest occupied orbital energy, hartree: -0.492

---

Molecular formula: C5H9N2
Method: DFT, ωB97M-V/def2-TZVPD

Structure (XYZ):
```
16
Properties=species:S:1:pos:R:3
H -2.15232 -0.76727 -1.19913
H 1.62231 0.37325 1.73070
C -0.03228 0.95366 0.27032
H -0.08853 -1.38434 1.89077
C -1.03658 -0.55212 -1.38496
N -0.28531 1.62104 -0.92075
N -0.50819 -0.44819 0.15146
H -0.50535 -1.36756 -1.67006
H 2.02579 0.33555 -0.10437
C 1.44508 0.94221 0.71962
H -0.52561 1.47613 1.23337
H -1.20426 -2.38320 0.91225
C -0.74121 0.84339 -1.80313
H -0.99024 1.24511 -2.74188
H 1.75465 1.85510 0.95423
C -0.57342 -1.39592 0.99564
```

M, g mol⁻¹: 97.1
Gap between HOMO and LUMO, eV: 10.189
SMILES: C=[N+]1CC=N[C@@H]1C
Total charge: +1
LUMO, hartree: -0.18643
Highest occupied orbital energy, hartree: -0.561

---

Molecular formula: C5H9N2
Method: DFT, ωB97M-V/def2-TZVPD

Structure (XYZ):
```
16
Properties=species:S:1:pos:R:3
H -0.27701 0.36092 2.37567
H 2.75396 0.24440 0.80977
H -2.93770 0.04096 0.53109
C 1.12435 0.26778 -0.41478
H 1.37892 1.62685 -1.99712
C -1.03702 -1.14118 0.51991
H 2.54905 0.42554 -1.94973
N -2.17439 -0.42501 1.09527
C 1.49104 0.57141 -1.80676
H -0.83194 -2.11506 0.48645
H -1.06686 0.57162 -0.85234
C -0.35863 0.31592 -0.10980
N 1.75804 0.18374 0.63432
H -2.59132 -0.94502 1.77538
H 0.97268 -0.03583 -2.43998
C -0.75318 0.05295 1.34264
```

M, g mol⁻¹: 97.1
Gap between HOMO and LUMO, eV: 10.397
SMILES: [H]/N=C(\C)[C@H]1[C@@H]2[NH2+][C@@H]21
Total charge: +1
LUMO, hartree: -0.11933
Highest occupied orbital energy, hartree: -0.501

---

Molecular formula: C5H9N2
Method: DFT, ωB97M-V/def2-TZVPD

Structure (XYZ):
```
16
Properties=species:S:1:pos:R:3
H -2.39742 -3.72120 -2.28400
H 3.59485 1.31348 3.26907
N 2.73890 2.29219 1.65277
H -1.23154 0.93770 0.15808
H 2.80397 2.86589 3.63861
N -0.35516 1.34963 -0.15945
C -3.01581 -3.56702 -1.44053
H -0.22995 1.65952 -1.07961
C 3.33793 2.32743 2.87095
H -4.49348 -2.55065 -0.41394
C 0.44696 1.70295 0.79758
C -4.10811 -2.83457 -1.39032
H -2.74961 -4.04175 -0.48124
C 1.67299 2.06117 1.13426
H -4.67678 -2.55122 -2.29082
H 4.32969 2.81603 2.70930
```

M, g mol⁻¹: 97.1
Gap between HOMO and LUMO (alpha / beta), eV: 7.953 / 4.423
Total charge: +1
2S+1: 3
LUMO (alpha / beta), hartree: -0.15194 / -0.28166
Highest occupied orbital energy (alpha / beta), hartree: -0.444 / -0.444

---

Molecular formula: C5H9N2O
Method: DFT, ωB97M-V/def2-TZVPD

Structure (XYZ):
```
17
Properties=species:S:1:pos:R:3
N -1.21985 -0.72754 0.48262
H -0.58168 -1.33718 -1.63563
C -0.44467 -0.63209 -0.76562
H 2.09177 1.43498 -1.02432
C 1.71195 1.12702 -0.07534
O -0.44838 0.75640 -0.80965
H 1.43929 1.99969 0.42273
C -2.44105 0.00365 0.11987
H 2.04263 -1.56225 -1.05169
C -1.20663 0.72322 0.43785
H 1.52768 -0.08391 1.53673
H 1.44142 -2.01200 0.52964
H -1.10739 1.47771 1.30876
N 1.75391 0.00424 0.56217
H -3.13677 -0.10048 0.97156
H -2.95173 0.17789 -0.91260
C 1.52951 -1.24935 -0.09706
```

M, g mol⁻¹: 113.1
Gap between HOMO and LUMO (alpha / beta), eV: 8.960 / 8.961
Total charge: +1
LUMO (alpha / beta), hartree: -0.16109 / -0.16108
Highest occupied orbital energy (alpha / beta), hartree: -0.490 / -0.490

---

Molecular formula: C5H9N2O
Method: DFT, ωB97M-V/def2-TZVPD

Structure (XYZ):
```
17
Properties=species:S:1:pos:R:3
C 0.36579 0.72435 -0.90362
O 1.75741 -0.91250 0.37648
H -0.09075 0.77669 -1.89083
H -1.34444 1.76251 -0.29780
H -2.43045 -0.14565 0.32758
N -0.69068 1.09459 0.10774
H -0.35253 -2.08785 0.65570
H -1.12866 -1.82825 -0.90516
H -1.26426 -0.22913 1.64110
C -1.37155 -0.19251 0.56033
N 2.34493 1.14923 1.53542
H 1.18365 1.43899 -0.86570
C -0.58858 -1.33968 -0.09819
C 0.70434 -0.72449 -0.61293
C 2.12001 0.15490 0.99438
H 1.03747 -1.19130 -1.53650
H -0.25171 1.55008 0.91200
```

M, g mol⁻¹: 113.1
Gap between HOMO and LUMO, eV: 11.372
SMILES: N#CO[C@H]1CC[NH2+]C1
Total charge: +1
LUMO, hartree: -0.13404
Highest occupied orbital energy, hartree: -0.552

---

Molecular formula: C5H9N2O6S2
Method: DFT, ωB97M-V/def2-TZVPD

Structure (XYZ):
```
24
Properties=species:S:1:pos:R:3
C -3.25275 1.17034 -2.69760
H 1.58517 1.12643 3.53952
N 2.00096 -1.58513 1.68232
C -2.31578 1.15523 -3.76521
C -1.22918 0.43247 -3.33487
H -2.42337 1.61988 -4.73180
H 0.49849 -1.81607 3.46027
C -2.69617 0.45652 -1.66357
H 3.21097 0.60651 0.86535
N -1.47174 0.01705 -2.06106
S 1.37028 -2.57736 2.77457
H -0.30585 0.18294 -3.82913
O 1.97033 1.92207 1.89698
O 2.42909 1.36760 3.13475
O 0.00677 -0.01162 1.99051
O 0.58561 -3.63323 2.18264
H -3.06701 0.23049 -0.67861
H -4.21791 1.64974 -2.68652
O 0.61403 -0.74317 -0.26423
S 1.05609 -0.46403 1.09020
H -0.83533 -0.53329 -1.49139
C 2.18019 0.95617 0.91204
O 2.40875 -2.95823 3.70252
H 1.89835 1.42871 -0.02769
```

M, g mol⁻¹: 257.3
Gap between HOMO and LUMO, eV: 8.934
Total charge: -1
LUMO, hartree: 0.11988
Highest occupied orbital energy, hartree: -0.208

---

ΔE to the lowest compared entry with this formula, charge and spin? In order: 28.4, 62.4, 82.3, 77.4, 53.7, 94.9, 99.2, 144.7, 94.0, 130.6, 39.7, 156.1, 44.6, 70.8 kcal per mole.
Electronic energy? In order: -250.621754, -250.567478, -305.098891, -305.106720, -305.144488, -305.078858, -305.071911, -304.999479, -305.080176, -305.021920, -304.961807, -380.203094, -380.380692, -1553.201697 Ha.